Entry 1:
# C42H63BClN8O5S4Sr

A molecular structure, C42H63BClN8O5S4Sr (the ωB97M-V functional and the def2-TZVPD basis, OMol25).

Geometry as XYZ:
```
125
Properties=species:S:1:pos:R:3:forces:R:3
Sr 1.1047 -1.9875 1.3701 0.3 0.0 -0.2
C -2.5799 -2.7825 -1.9180 0.0 0.0 0.0
C -2.5777 -1.5333 -1.1023 0.0 -0.1 0.0
C -3.7114 -1.0412 -0.5463 0.0 0.0 0.0
C -3.6694 0.1499 0.2233 0.0 0.0 0.0
N -2.5505 0.7724 0.4043 0.0 0.1 0.0
N -1.4112 0.2841 -0.1236 0.0 -0.1 -0.2
B -0.3206 1.3547 0.0988 -0.1 0.1 0.0
N -0.2399 2.2581 -1.1699 0.2 -0.1 0.1
N -1.1530 2.9105 -1.8592 -0.1 0.1 0.0
C -0.7037 3.6393 -2.8544 -0.1 0.0 0.1
C 0.6851 3.7008 -3.1557 0.1 0.0 0.0
C 1.6140 3.0042 -2.4342 0.0 0.0 -0.1
C 3.0861 3.0040 -2.6832 0.0 0.0 0.0
C 1.0661 2.2454 -1.3835 -0.1 0.0 -0.1
S 1.6903 1.2213 -0.1519 -0.1 0.1 0.1
C -1.7145 4.4157 -3.6802 0.0 0.0 0.0
C -1.6744 3.8907 -5.1230 0.0 0.0 0.0
C -1.3395 5.9049 -3.6586 0.0 0.0 0.0
C -3.1240 4.2439 -3.1163 0.0 0.0 0.0
N -0.5505 2.1748 1.3735 0.0 -0.1 0.1
N -0.5709 3.4951 1.1217 0.0 0.1 0.0
C -0.7382 4.3279 2.1006 0.0 0.0 0.0
C -0.8922 3.8588 3.4307 0.0 0.0 0.0
C -0.8530 2.5309 3.6967 0.0 0.0 0.1
C -0.9973 1.9936 5.0825 0.0 0.0 0.0
C -0.6545 1.6219 2.5990 0.0 0.1 -0.1
S -0.5925 -0.0463 2.8778 0.0 0.0 0.0
C -0.7669 5.8097 1.7700 0.0 0.0 0.0
C 0.3888 6.5012 2.5059 0.0 0.0 0.0
C -0.6195 6.0348 0.2663 0.0 0.0 0.0
C -2.1071 6.3942 2.2379 0.0 0.0 0.0
C -1.3393 -0.8291 -0.8877 0.0 0.1 0.1
S 0.1230 -1.3826 -1.5580 -0.1 0.0 0.0
C -4.9135 0.7429 0.8594 0.0 0.0 0.0
C -4.5643 1.9939 1.6647 0.0 0.0 0.0
C -5.9081 1.1080 -0.2509 0.0 0.0 0.0
C -5.5311 -0.3055 1.7951 0.0 0.0 0.0
H -3.5906 -3.1752 -2.0187 0.0 0.0 0.0
H -1.9446 -3.5354 -1.4501 0.0 0.0 0.0
H -2.1621 -2.5888 -2.9070 0.0 0.0 0.0
H -4.6501 -1.5595 -0.6945 0.0 0.0 0.0
H 1.0148 4.3169 -3.9829 0.0 0.0 0.0
H 3.3559 3.6969 -3.4769 0.0 0.0 0.0
H 3.4178 2.0021 -2.9629 0.0 0.0 0.0
H 3.6190 3.2800 -1.7713 0.0 0.0 0.0
H -0.6915 4.0279 -5.5772 0.0 0.0 0.0
H -2.4006 4.4328 -5.7298 0.0 0.0 0.0
H -1.9240 2.8289 -5.1562 0.0 0.0 0.0
H -0.3643 6.0893 -4.1120 0.0 0.0 0.0
H -1.3225 6.2874 -2.6367 0.0 0.0 0.0
H -2.0776 6.4747 -4.2241 0.0 0.0 0.0
H -3.4308 3.1981 -3.1280 0.0 0.0 0.0
H -3.8227 4.8194 -3.7244 0.0 0.0 0.0
H -3.1840 4.5985 -2.0868 0.0 0.0 0.0
H -1.0333 4.5643 4.2393 0.0 0.0 0.0
H -1.1219 2.8035 5.7990 0.0 0.0 0.0
H -0.1232 1.3984 5.3507 0.0 0.0 0.0
H -1.8531 1.3197 5.1439 0.0 0.0 0.0
H 1.3489 6.0871 2.1935 0.0 0.0 0.0
H 0.3040 6.3867 3.5876 0.0 0.0 0.0
H 0.3835 7.5690 2.2819 0.0 0.0 0.0
H 0.3341 5.6497 -0.0987 0.0 0.0 0.0
H -0.6659 7.1051 0.0574 0.0 0.0 0.0
H -1.4169 5.5337 -0.2848 0.0 0.0 0.0
H -2.2390 6.2954 3.3162 0.0 0.0 0.0
H -2.9428 5.8950 1.7433 0.0 0.0 0.0
H -2.1514 7.4568 1.9951 0.0 0.0 0.0
H -4.1224 2.7630 1.0299 0.0 0.0 0.0
H -3.8509 1.7620 2.4574 0.0 0.0 0.0
H -5.4726 2.3933 2.1186 0.0 0.0 0.0
H -5.4771 1.8488 -0.9272 0.0 0.0 0.0
H -6.8127 1.5304 0.1887 0.0 0.0 0.0
H -6.1991 0.2350 -0.8380 0.0 0.0 0.0
H -4.8221 -0.5885 2.5752 0.0 0.0 0.0
H -5.8304 -1.2064 1.2569 0.0 0.0 0.0
H -6.4213 0.1060 2.2726 0.0 0.0 0.0
O -1.0880 -3.4137 1.2788 0.0 -0.1 0.1
H -0.7145 -4.2148 0.8837 0.0 0.0 0.0
H -1.2329 -3.6475 2.2065 0.0 0.0 0.0
O 2.4386 1.5745 2.9603 0.1 -0.1 0.0
H 3.2033 1.3026 2.4379 0.0 0.1 0.0
H 2.4676 1.0054 3.7399 -0.1 -0.1 0.0
Cl 1.6468 -1.2928 6.2223 0.0 0.0 0.0
C 2.3487 -2.7481 5.4469 0.0 0.1 0.0
C 2.0271 -2.6782 3.9623 -0.1 0.0 0.0
O 2.8180 -2.0441 3.2129 0.0 0.0 0.1
O 0.9663 -3.2120 3.5540 -0.1 -0.1 0.1
H 1.8958 -3.6199 5.9065 0.0 0.0 0.0
H 3.4199 -2.7147 5.6169 0.0 0.0 0.0
C 4.0228 -7.0559 -2.4947 0.0 0.0 0.0
N 3.5698 -6.5845 -1.1923 0.0 -0.1 0.0
N 2.4554 -5.7522 -1.1575 0.1 0.1 -0.1
C 2.5687 -4.8809 -0.1003 0.1 0.0 0.1
O 1.6587 -4.1126 0.2545 -0.1 0.0 -0.1
C 3.8626 -5.1175 0.4645 0.0 0.0 0.0
C 4.4365 -6.1307 -0.2384 0.0 0.0 0.0
C 5.7941 -6.7258 -0.1166 0.0 0.0 0.0
C 1.2449 -6.1491 -1.7897 -0.1 -0.1 0.1
C 0.4592 -5.1945 -2.4162 0.0 0.1 0.0
C -0.7220 -5.5920 -3.0278 0.0 0.0 0.0
C -1.1076 -6.9240 -3.0241 0.0 0.0 0.0
C -0.3138 -7.8707 -2.3895 0.0 0.0 0.0
C 0.8590 -7.4851 -1.7617 0.1 0.0 0.0
H 3.1578 -7.2830 -3.1107 0.0 0.0 0.0
H 4.5945 -7.9706 -2.3581 0.0 0.0 0.0
H 4.6370 -6.3077 -3.0015 0.0 0.0 0.0
H 4.2483 -4.6138 1.3344 0.0 0.0 0.0
H 6.2934 -6.3275 0.7627 0.0 0.0 0.0
H 6.4034 -6.4948 -0.9923 0.0 0.0 0.0
H 5.7345 -7.8105 -0.0246 0.0 0.0 0.0
H 0.7577 -4.1542 -2.4151 0.0 0.0 0.0
H -1.3358 -4.8511 -3.5226 0.0 0.0 0.0
H -2.0237 -7.2258 -3.5137 0.0 0.0 0.0
H -0.6101 -8.9109 -2.3738 0.0 0.0 0.0
H 1.4765 -8.2112 -1.2485 0.0 0.0 0.0
C 4.9088 -1.1250 -0.8281 -0.1 0.1 0.1
S 4.1998 -0.7631 0.7942 0.1 -0.2 0.0
C 5.4325 -1.5974 1.8169 -0.2 0.1 -0.1
H 5.9133 -0.7126 -0.9019 0.0 0.0 0.0
H 4.2674 -0.6623 -1.5767 0.0 0.0 0.0
H 4.9298 -2.2029 -0.9854 0.0 0.0 0.0
H 5.4749 -2.6524 1.5507 0.1 0.0 0.0
H 5.1061 -1.4979 2.8472 0.0 0.0 0.0
H 6.4029 -1.1283 1.6672 0.0 0.0 0.0
```
Forces are in eV/Å.

Charge: +1
DFT total energy in eV: -124113.389


Entry 2:
# C20H68O24P4

12 unconnected molecules or ions with the total composition C20H68O24P4 in a non-equilibrium geometry (the ωB97M-V functional and the def2-TZVPD basis, OMol25).

Geometry as XYZ:
```
116
Properties=species:S:1:pos:R:3:forces:R:3
C -2.2935 -0.6765 -3.9051 0.8 -0.6 -1.2
O -3.3286 -0.8438 -2.9839 -2.4 -0.6 1.2
P -4.8113 -1.3963 -3.3979 1.4 -0.4 -0.7
O -5.4072 -0.6180 -4.5098 0.3 -0.7 1.0
O -4.5590 -2.9401 -3.8294 -0.1 1.7 0.6
C -4.6070 -3.9615 -2.8256 -0.4 -0.5 0.2
O -5.5861 -1.4851 -2.0144 0.9 0.5 -1.2
C -5.7614 -0.2958 -1.1963 -0.8 -0.7 0.9
H -2.4751 -1.2219 -4.8312 -0.4 0.4 -0.3
H -1.3943 -1.1801 -3.5504 0.1 0.4 0.5
H -2.1183 0.3850 -4.0801 0.1 -0.1 -0.1
H -5.5739 -4.4373 -2.9896 0.1 -0.3 0.4
H -4.5543 -3.5689 -1.8101 -0.1 0.1 -0.1
H -3.7950 -4.6823 -2.9209 -0.1 0.1 -0.5
H -5.3574 -0.5822 -0.2253 0.5 0.4 -0.1
H -6.8331 -0.2154 -1.0147 -0.1 0.3 -0.4
H -5.3504 0.6324 -1.5935 0.1 -0.3 -0.1
C -7.2331 -4.0669 -0.0312 1.9 0.4 0.1
O -8.3278 -4.3936 -0.8402 -1.8 1.0 -1.0
P -9.1191 -3.2312 -1.6568 -0.2 1.2 -1.4
O -9.4563 -1.9423 -0.9626 0.4 -2.6 -0.9
O -10.3796 -4.0108 -2.3670 1.2 1.9 2.3
C -10.1767 -5.1815 -3.1233 -0.3 -0.7 0.5
O -8.1293 -3.0039 -2.9488 0.2 -1.5 2.6
C -8.4342 -2.1657 -4.0208 -1.4 0.6 -0.4
H -6.8926 -3.0361 -0.1289 -0.4 0.3 0.0
H -6.3764 -4.6320 -0.3983 0.0 -0.3 0.0
H -7.3413 -4.2847 1.0314 -0.6 -0.1 -0.1
H -10.8029 -5.9724 -2.7104 -0.2 0.1 0.1
H -9.1602 -5.5379 -2.9562 0.1 0.0 -1.0
H -10.5617 -4.9500 -4.1164 0.8 -0.3 -0.3
H -8.0202 -1.1648 -3.8991 0.5 -0.2 -0.2
H -9.5124 -2.0068 -4.0381 -0.2 0.0 -0.3
H -8.1417 -2.6928 -4.9290 0.2 0.4 0.0
C -3.5438 -3.7477 1.3565 -0.5 -0.6 0.8
O -3.5460 -2.5728 2.1711 1.2 2.6 -0.4
P -2.5630 -1.2822 1.9205 -0.2 -0.4 1.1
O -1.1212 -1.5964 2.1584 -1.8 0.8 -0.7
O -3.2247 -0.1802 2.9472 0.2 -2.0 -1.1
C -2.6398 1.0983 3.1487 0.9 -0.3 0.8
O -2.9798 -0.6897 0.4695 -0.4 -1.4 1.4
C -2.2802 0.4204 -0.0521 1.5 -0.3 -0.9
H -4.5637 -3.8158 0.9781 0.3 0.0 -0.7
H -3.4476 -4.5852 2.0475 0.1 0.0 0.1
H -2.7374 -3.8814 0.6354 -0.2 0.6 -0.2
H -2.5123 1.2119 4.2252 -0.6 0.3 0.1
H -3.2702 1.8778 2.7207 0.2 0.0 0.0
H -1.5948 1.1157 2.8393 -0.1 0.2 -0.7
H -2.7611 1.3832 0.1204 -0.2 -0.2 0.1
H -2.1132 0.2011 -1.1067 -0.5 0.4 -0.1
H -1.2600 0.3998 0.3312 0.0 0.4 0.4
C -4.5636 -5.7484 -7.0168 -0.5 0.4 1.2
O -3.3664 -6.5363 -6.9657 1.6 1.0 0.5
P -1.9595 -6.0103 -6.2962 -0.6 0.1 0.4
O -0.7588 -6.6066 -6.9324 -1.4 0.9 0.9
O -2.0524 -4.3590 -6.2379 -1.2 -3.4 -1.3
C -0.9845 -3.6539 -5.7105 1.0 1.4 0.8
O -2.1924 -6.3507 -4.7047 0.1 -0.6 -2.0
C -1.1852 -6.1548 -3.7247 -0.3 0.3 0.9
H -4.7595 -5.2525 -7.9676 0.6 -0.1 0.0
H -4.5642 -5.0446 -6.1846 0.2 0.5 -0.3
H -5.4512 -6.3396 -6.7916 0.3 -0.7 -0.3
H -0.0309 -4.1618 -5.5669 -0.1 -0.5 -0.6
H -1.2353 -3.3283 -4.7009 -0.2 0.4 0.0
H -0.8552 -2.8074 -6.3849 0.3 0.2 0.4
H -1.6691 -5.4522 -3.0462 0.6 0.3 0.3
H -0.2131 -5.8012 -4.0683 -0.3 0.1 -0.3
H -0.9885 -7.0495 -3.1339 -0.2 -0.4 -0.4
C -2.8308 -7.1500 -0.3257 -0.5 0.3 -0.4
O -3.8911 -6.2125 -0.5712 0.5 0.2 0.1
H -3.2084 -8.1382 -0.5882 0.3 -0.2 0.3
H -1.9953 -6.9203 -0.9869 -0.2 0.1 -0.1
H -2.4594 -7.0666 0.6957 -0.1 -0.3 0.1
H -4.5456 -6.3264 0.1218 -0.1 -0.1 0.0
C -5.4487 -8.1092 -4.4918 0.7 -0.9 -0.9
O -6.0399 -7.0662 -3.8110 -0.9 1.0 1.0
H -5.9498 -8.3433 -5.4311 -0.1 0.0 -0.2
H -4.4065 -7.8833 -4.7174 0.2 -0.2 0.0
H -5.5115 -9.0200 -3.8964 0.1 0.2 0.2
H -6.1650 -6.3133 -4.3932 0.1 0.0 -0.1
C -1.9063 1.0869 -7.1716 0.2 1.8 0.6
O -1.1923 -0.0896 -6.9744 -0.2 -1.1 0.1
H -2.9488 1.0404 -7.4862 0.1 -0.6 -0.5
H -1.9843 1.6131 -6.2202 0.2 -0.2 0.3
H -1.2956 1.7512 -7.7830 -0.4 0.2 -0.5
H -1.2965 -0.6175 -7.7694 0.1 -0.2 0.0
C -4.6296 -1.9315 -7.4329 -0.1 -0.3 1.7
O -5.7994 -1.2033 -7.2114 -1.0 0.9 -1.3
H -4.1495 -1.8026 -6.4629 1.0 -0.9 -0.2
H -4.9390 -2.9658 -7.5834 0.6 -0.2 -0.2
H -3.9413 -1.5848 -8.2038 -0.4 0.2 -0.4
H -5.7848 -0.9258 -6.2925 -0.1 0.2 0.3
C 0.9074 1.3808 -3.4695 0.9 0.1 2.1
O 0.2488 0.7286 -2.3278 -0.5 0.2 -1.4
H 1.7201 0.7564 -3.8409 -0.4 -0.3 -0.4
H 0.2355 1.7529 -4.2429 -0.3 -0.6 0.3
H 1.4189 2.2327 -3.0215 0.0 0.4 -0.4
H 0.8375 0.7451 -1.5697 0.2 0.1 -0.2
C -4.8180 2.2094 -4.9148 1.1 -2.1 0.3
O -5.0605 3.3450 -5.6343 -0.6 1.9 -0.4
H -5.6809 1.7794 -4.4063 -0.2 0.4 -0.5
H -4.4060 1.4674 -5.5989 -0.3 -0.6 0.1
H -4.0431 2.2841 -4.1519 0.2 0.6 0.4
H -4.2966 3.5168 -6.1898 -0.1 0.1 0.0
C -0.3400 -2.9365 -1.5017 -0.3 1.1 0.4
O 0.7417 -3.2296 -2.3389 0.5 -0.3 -0.5
H -1.2986 -3.0177 -2.0143 -0.2 -0.6 0.0
H -0.2921 -3.4560 -0.5447 -0.3 -0.2 -0.1
H -0.2953 -1.8727 -1.2682 0.2 0.1 0.1
H 1.0474 -4.1241 -2.1712 0.0 0.0 0.0
C -5.6486 3.9350 -0.3915 1.1 0.0 1.4
O -6.4919 2.8127 -0.2916 -0.9 -0.1 -0.8
H -5.7467 4.5822 0.4801 -0.2 0.2 0.2
H -4.6324 3.5459 -0.3281 0.5 0.4 -0.5
H -5.7668 4.5934 -1.2521 -0.4 -0.8 -0.3
H -6.3452 2.3760 0.5506 0.0 0.2 0.0
```
Forces are in eV/Å.

Charge: 0
SMILES string: COP(=O)(OC)OC.COP(=O)(OC)OC.COP(=O)(OC)OC.COP(=O)(OC)OC.CO.CO.CO.CO.CO.CO.CO.CO
DFT total energy in eV: -108141.221


Entry 3:
# C43H45NO3PS4SnTe

A molecular structure, C43H45NO3PS4SnTe in a non-equilibrium geometry (the ωB97M-V functional and the def2-TZVPD basis, OMol25).

Geometry as XYZ:
```
99
Properties=species:S:1:pos:R:3:forces:R:3
Sn -0.2225 0.0252 -0.5462 0.1 -1.0 1.2
C -3.9424 0.8333 4.3995 0.7 -0.2 -0.8
O -2.5786 0.3263 4.2818 -1.0 -0.1 0.0
C -2.3041 -0.8890 4.9613 -0.3 -0.7 -0.1
C -1.0461 -1.5595 4.4394 -0.8 1.2 -1.8
O 0.1104 -0.6937 4.4989 0.6 -2.4 0.6
C 1.2633 -1.6225 4.5652 0.3 2.3 -0.2
C 2.5573 -0.8818 4.9283 -0.5 0.3 -2.0
O 2.9203 -0.0982 3.7638 0.8 -0.6 0.9
C 4.2820 0.3677 3.8446 -0.5 -0.8 -0.3
H -4.3496 1.0430 3.3762 0.4 -0.4 0.8
H -3.9032 1.7777 4.9347 0.0 0.1 0.2
H -4.6068 0.1408 4.9277 0.2 0.0 -0.1
H -3.1408 -1.6680 4.7999 1.0 1.2 0.4
H -2.1006 -0.7183 6.0304 -0.6 0.1 0.0
H -1.2320 -1.7949 3.3769 0.2 0.0 0.1
H -0.9864 -2.5205 4.9479 0.6 0.0 0.4
H 1.4036 -2.1560 3.6167 -0.2 0.1 0.1
H 1.0790 -2.2771 5.3742 -0.3 -1.1 0.8
H 3.3524 -1.6017 5.1666 -0.1 -0.1 -0.2
H 2.4407 -0.2508 5.7933 -0.3 0.4 0.4
H 4.9264 -0.4662 4.2853 -0.5 1.3 -0.5
H 4.2815 1.2896 4.4247 0.4 -0.1 0.4
H 4.6044 0.6376 2.8217 -0.1 -0.4 0.5
N -0.6138 1.6094 2.1142 -1.4 -1.4 0.6
C -0.3939 2.9743 2.1471 1.1 1.6 0.5
C -0.4848 3.7346 3.3695 0.6 -0.2 -0.4
C 0.0763 5.0222 3.3964 -0.2 -0.6 -0.9
C 0.5240 5.6204 2.1903 -0.2 -0.6 1.3
C 0.5044 4.9213 1.0014 -0.3 0.7 -0.3
C -0.0084 3.6386 0.9248 -0.4 -1.0 2.0
P -0.5221 2.7178 -0.5192 0.4 -1.2 -0.3
C -2.2694 3.0758 -0.7789 -0.1 1.0 -0.8
C -3.1732 2.4268 0.0582 0.5 -0.5 -0.5
C -4.5161 2.5248 -0.2603 -1.2 0.6 0.2
C -5.0154 3.3480 -1.2953 0.1 0.2 -0.1
C -4.0898 4.0992 -2.0571 0.1 -1.1 0.6
C -2.7241 3.9019 -1.8341 -0.2 0.2 0.8
C 0.4713 3.2446 -1.8758 0.5 0.8 -0.9
C 1.7662 3.7368 -1.6687 -0.4 0.4 0.2
C 2.4099 4.3732 -2.7055 1.9 0.4 -0.4
C 1.8398 4.5828 -3.9645 -1.1 -0.6 0.5
C 0.6205 3.9342 -4.2230 0.9 -0.5 1.3
C 0.0171 3.1766 -3.1997 0.1 0.7 -0.5
H 0.0627 0.8373 2.2047 0.5 1.4 -0.5
H -1.2997 1.3134 2.7892 -0.5 0.1 0.4
H -0.9074 3.2878 4.3107 0.7 0.2 -1.1
H 0.2852 5.4972 4.3575 -0.6 0.1 -0.3
H 0.8205 6.6536 2.2077 0.5 0.1 0.0
H 0.8956 5.4202 0.1218 -0.3 0.0 -0.1
H -2.7801 1.7310 0.8264 -0.6 0.6 -0.5
H -5.2130 1.9935 0.3840 0.0 -0.1 -0.3
H -6.1175 3.4119 -1.5335 1.4 -0.1 0.5
H -4.3976 4.7806 -2.8382 -0.2 -0.1 0.0
H -1.9967 4.4579 -2.4216 -0.2 -0.2 0.0
H 2.2459 3.7199 -0.6841 -0.2 -0.2 -0.4
H 3.4783 4.6551 -2.5388 -1.1 0.1 -0.1
H 2.2906 5.2247 -4.7090 0.2 -0.2 0.0
H 0.1791 3.9382 -5.1965 -0.2 0.0 -0.4
H -0.8314 2.5608 -3.4495 -0.3 0.1 0.1
S 2.1694 -0.5997 -4.4606 0.8 -0.2 -1.1
C 1.4640 -0.2065 -3.0597 -0.3 -0.1 1.2
S -0.2945 -0.2941 -2.9918 -0.4 0.2 -0.1
S 2.2627 0.1106 -1.5549 0.3 0.7 -0.7
S -2.7601 -1.0924 -0.1209 -0.1 0.5 0.5
C -3.3339 -1.5221 -1.6958 -0.5 -0.6 -0.8
C -3.8474 -0.5727 -2.6432 0.2 0.0 1.1
C -4.0808 -0.9591 -3.9430 0.6 -0.8 -0.9
C -3.8566 -2.3007 -4.2765 -0.7 -0.9 -0.6
C -3.5701 -3.3048 -3.3460 0.3 0.8 0.5
C -3.2576 -2.8997 -2.0419 -0.3 0.1 -0.5
H -4.0564 0.4587 -2.3140 0.4 -0.5 -0.1
H -4.3224 -0.2901 -4.7973 0.0 -0.2 1.1
H -4.0105 -2.6317 -5.2985 0.0 0.2 -0.1
H -3.5603 -4.3728 -3.6252 0.1 0.7 0.1
H -2.9445 -3.6493 -1.2957 -0.2 0.6 -0.3
Te 1.3082 -3.0126 -0.2309 0.9 -0.6 -1.0
C 3.4333 -2.9192 -0.5323 -0.1 0.0 0.7
C 4.0388 -3.0972 -1.7828 -0.9 0.2 0.8
C 5.4279 -3.1754 -1.8405 -1.6 0.4 0.0
C 6.2043 -3.0305 -0.7182 -0.3 -0.3 0.7
C 5.6169 -2.8537 0.5278 -1.4 -0.2 -0.7
C 4.2145 -2.7829 0.6216 1.0 0.1 -1.0
C 1.1279 -4.2739 -1.9445 -0.2 -0.3 0.3
C 0.0611 -4.0152 -2.8182 0.8 -1.2 0.5
C -0.3622 -5.0219 -3.6871 0.4 -0.1 0.2
C 0.3319 -6.2202 -3.7549 -0.1 0.2 -0.3
C 1.4567 -6.4216 -2.9370 -1.1 0.9 -0.3
C 1.8743 -5.4785 -2.0234 -0.1 0.7 0.5
H 3.3597 -3.1329 -2.6506 0.8 -0.1 0.2
H 5.8149 -3.3094 -2.8037 1.0 -0.2 -1.2
H 7.2566 -3.1100 -0.7958 1.0 -0.1 -0.1
H 6.1897 -2.8997 1.4227 0.5 0.4 0.6
H 3.7796 -2.5604 1.5740 -0.4 -0.2 0.4
H -0.4572 -3.0887 -2.7917 -0.4 0.7 0.2
H -1.2730 -4.8818 -4.2471 0.0 0.1 -0.3
H -0.0119 -6.9520 -4.5013 0.3 0.1 0.6
H 1.9042 -7.3573 -2.9270 1.0 -1.6 -0.3
H 2.7621 -5.6678 -1.3575 -1.2 0.2 -0.7
```
Forces are in eV/Å.

Charge: -1
DFT total energy in eV: -118706.562


Entry 4:
# H16O8Pb

A molecular structure, H16O8Pb (the ωB97M-V functional and the def2-TZVPD basis, OMol25).

Geometry as XYZ:
```
25
Properties=species:S:1:pos:R:3:forces:R:3
Pb 0.0577 -0.0452 0.2349 0.0 0.0 0.0
O -4.5347 1.1629 -1.4417 0.5 -0.2 0.2
H -4.6971 1.4280 -2.3470 -0.1 0.0 -0.3
H -5.2759 1.5181 -0.9510 -0.2 0.1 0.2
O 0.5504 3.3061 -3.5668 0.0 -0.4 0.4
H -0.0510 3.6664 -4.2186 -0.2 0.1 -0.2
H 1.3526 3.8177 -3.6718 0.2 0.2 0.0
O -3.5367 -2.6837 2.1762 0.4 0.4 -0.2
H -4.4019 -2.4423 1.8454 -0.3 0.1 -0.1
H -3.6441 -3.5786 2.4983 0.0 -0.3 0.1
O -2.2023 2.6148 3.6050 0.3 -0.3 -0.4
H -2.9185 2.3311 4.1731 -0.2 -0.1 0.2
H -2.1473 3.5606 3.7421 0.0 0.3 0.0
O 3.6999 2.9247 1.3129 -0.5 -0.3 -0.2
H 3.7944 3.1514 2.2380 0.0 0.1 0.3
H 4.5748 3.0486 0.9448 0.3 0.1 -0.2
O 3.9759 -1.4283 -2.6285 -0.4 0.1 0.3
H 4.4098 -2.2804 -2.6723 0.1 -0.3 0.0
H 4.5635 -0.8354 -3.0970 0.2 0.2 -0.2
O 2.9302 -2.2353 3.5475 -0.3 0.3 -0.4
H 3.7906 -2.5522 3.2728 0.3 -0.1 -0.1
H 2.8715 -2.4722 4.4731 -0.1 -0.1 0.3
O -1.0206 -3.7414 -2.8589 0.1 0.4 0.3
H -1.5489 -4.5388 -2.8965 -0.2 -0.2 0.0
H -0.5925 -3.6966 -3.7139 0.1 0.0 -0.3
```
Forces are in eV/Å.

Charge: +2
DFT total energy in eV: -21867.272


Across the entries above, LUMO level takes the values -0.0872, 0.0099, 0.0810, -0.4435 Ha, respectively.
Across the entries above, relative energy (zero: lowest compared OMol25 entry of this formula, charge and spin) takes the values 13.9, 46.8, 4.3, 165.9 kcal/mol, respectively.
Across the entries above, orbital gap takes the values 7.65, 9.91, 5.23, 4.46 eV, respectively.